A 18-piece molecular cluster, C64H116F12O38 overall in a non-equilibrium geometry. Source: the OMol25 dataset; level of theory: the ωB97M-V functional and the def2-TZVPD basis.

Calculated values
HOMO level: -9.181 eV
Kohn-Sham gap: 0.354 Ha

Geometry as ORCA input:
```
! wB97M-V def2-TZVPD RIJCOSX def2/J DEFGRID3
* xyz 0 1
C 3.4456 -7.2435 -0.6059
C 3.6614 -5.7887 -0.3339
O 2.7997 -5.0198 -1.2047
C 2.8170 -3.7053 -1.0377
O 3.6742 -3.1286 -0.4190
C 1.5330 -2.9773 -1.5698
F 1.8861 -1.7971 -2.0966
F 0.7729 -3.6516 -2.4090
F 0.8766 -2.7181 -0.4548
H 3.5384 -7.4967 -1.6770
H 2.4264 -7.4882 -0.3181
H 4.0760 -7.9008 -0.0112
H 4.6661 -5.4703 -0.5669
H 3.3796 -5.5862 0.7016
C 0.1478 -0.2284 -5.6784
C -0.5075 -1.4901 -5.0682
O -0.3276 -2.4574 -6.1354
C -1.1307 -3.4775 -5.9651
O -2.0021 -3.6054 -5.1738
C -0.6856 -4.6091 -6.9421
F 0.2211 -5.3205 -6.2169
F -1.7169 -5.3864 -7.1973
F -0.1581 -4.1824 -8.1320
H 0.0797 0.6001 -4.9666
H -0.3663 0.0796 -6.5960
H 1.1949 -0.3942 -5.9377
H -1.5580 -1.3033 -4.8889
H 0.0326 -1.9108 -4.2048
C -1.9316 -8.4523 -0.1322
C -2.6002 -7.3439 0.6800
O -1.6346 -6.8246 1.6116
C -0.7071 -5.9383 1.2130
O -0.6805 -5.5788 0.0657
C 0.1762 -5.4480 2.3558
F 1.3719 -6.2028 2.3504
F 0.4701 -4.1865 2.1738
F -0.3532 -5.6954 3.5456
H -2.6304 -9.2061 -0.4927
H -1.4530 -9.0998 0.6405
H -1.1987 -8.2149 -0.9242
H -3.4739 -7.6356 1.2734
H -2.8733 -6.5255 -0.0291
C 5.5711 -0.1850 6.3174
C 5.4753 0.6643 5.0969
O 4.9820 -0.1883 4.0295
C 5.0198 0.3569 2.8418
O 5.4451 1.4228 2.5236
C 4.4667 -0.6955 1.7976
F 3.7221 -0.0661 0.8920
F 5.4910 -1.3062 1.1837
F 3.7109 -1.6836 2.3759
H 6.1215 0.3726 7.0528
H 6.1010 -1.1316 6.0867
H 4.5817 -0.4032 6.7852
H 6.4627 1.0257 4.8187
H 4.7787 1.5067 5.2099
C 1.4552 -2.6911 6.5015
C 0.4086 -3.8067 6.4251
C -0.6732 -3.0896 5.6935
O -0.0605 -2.2643 4.7147
C 1.3558 -2.0733 5.0902
H 2.4170 -3.0166 6.8793
H 1.1266 -1.9178 7.2102
H 0.2467 -4.1178 7.4366
H 0.7106 -4.6993 5.8493
H -1.2507 -2.3913 6.3148
H -1.3762 -3.7332 5.1179
H 1.4756 -0.9973 5.1211
H 2.0114 -2.6156 4.3092
C 4.8141 0.3516 -3.0619
C 5.1940 -1.0712 -2.8263
C 4.5284 -1.8197 -4.0261
O 3.5275 -0.9477 -4.4996
C 3.4254 0.2484 -3.7117
H 5.4767 0.8020 -3.8267
H 4.9208 0.9288 -2.1328
H 4.6706 -1.4535 -1.9340
H 6.2534 -1.2153 -2.7396
H 4.0954 -2.7759 -3.6729
H 5.2120 -2.0301 -4.8295
H 2.6461 0.0946 -2.9506
H 3.2244 1.0684 -4.3730
C 5.1696 -4.1357 3.7861
C 4.1693 -5.2447 3.9418
C 4.7660 -6.3868 3.1848
O 5.7086 -5.8235 2.2522
C 5.6404 -4.4138 2.3571
H 6.0171 -4.2152 4.5026
H 4.6605 -3.1790 3.9819
H 3.2365 -4.9253 3.5390
H 4.0188 -5.5133 5.0140
H 4.0640 -6.9388 2.5331
H 5.3197 -7.0398 3.9025
H 4.8585 -4.1029 1.6220
H 6.5512 -3.8572 2.1889
C 1.0876 3.5292 3.1272
C -0.0197 2.7891 3.8058
C 0.6867 1.6144 4.2962
O 1.9817 2.0874 4.7894
C 2.2252 3.3818 4.1290
H 0.9105 4.5827 2.9758
H 1.2954 2.9721 2.2242
H -0.8262 2.5664 3.0747
H -0.3442 3.3890 4.6401
H 0.8594 0.9295 3.4725
H 0.1932 1.0777 5.1140
H 3.1659 3.4217 3.6010
H 2.1404 4.1315 4.8635
C 0.9470 5.3665 -0.3941
C -0.1165 5.9230 -1.3812
C 0.5340 7.2181 -1.7802
O 1.1506 7.7209 -0.6356
C 1.3200 6.6513 0.3710
H 1.7854 4.9316 -0.9712
H 0.5422 4.5305 0.1728
H -1.1030 6.1828 -0.9314
H -0.3168 5.1976 -2.1968
H -0.2124 7.9778 -2.1474
H 1.2769 7.0527 -2.6031
H 0.6610 6.8261 1.2398
H 2.3632 6.6380 0.6544
C -3.3693 2.9523 -0.3997
C -2.4844 2.8288 0.9156
C -2.7308 4.2371 1.4914
O -3.0002 5.1262 0.4259
C -3.7683 4.3920 -0.5649
H -4.2514 2.2997 -0.3591
H -2.7597 2.6611 -1.2421
H -1.3961 2.8025 0.6569
H -2.7451 2.0692 1.5938
H -1.8668 4.6103 2.0590
H -3.6738 4.1847 2.1103
H -3.5329 4.8787 -1.4949
H -4.8418 4.5311 -0.4466
C -4.4104 7.9096 -1.2469
O -5.0746 7.2162 -2.3120
C -4.2569 6.8109 -3.2571
O -3.0666 6.8069 -3.1408
O -4.9924 6.3764 -4.2649
C -4.0694 5.8042 -5.2985
H -5.0530 8.2388 -0.4441
H -3.7514 8.7623 -1.5760
H -3.7733 7.1502 -0.7324
H -3.3916 6.5036 -5.6814
H -4.6399 5.3336 -6.1218
H -3.4810 5.0195 -4.8242
C 0.4025 1.8692 -1.8326
O 0.8123 1.2047 -0.5994
C -0.0408 0.3093 -0.0791
O -1.0415 -0.0864 -0.6406
O 0.3759 -0.0392 1.1461
C -0.4891 -1.0783 1.7231
H 0.4893 1.1953 -2.7024
H 1.1273 2.6910 -1.9888
H -0.6205 2.2953 -1.6912
H -1.4742 -0.7210 1.9425
H 0.0110 -1.2362 2.6625
H -0.5124 -1.9538 1.0841
C -3.3100 -3.6850 2.1651
O -3.3830 -2.2292 2.0945
C -4.4848 -1.7976 1.4387
O -5.3686 -2.4959 0.9801
O -4.5706 -0.4648 1.4620
C -5.7821 0.0677 0.9487
H -2.3553 -3.8885 2.6454
H -3.4795 -4.0987 1.2028
H -4.1569 -3.9874 2.7737
H -5.9421 -0.1819 -0.1104
H -5.5762 1.1524 1.0879
H -6.6063 -0.2475 1.5531
C -2.6673 -0.5041 5.0103
O -2.9518 0.7458 4.1549
C -4.2114 1.1729 4.3450
O -5.0594 0.5450 4.9671
O -4.4532 2.3310 3.7059
C -5.7596 2.9129 3.9714
H -1.6214 -0.7427 4.9462
H -3.2971 -1.3424 4.6405
H -3.0244 -0.3182 6.0279
H -5.9108 2.7656 5.0597
H -6.5327 2.4128 3.3627
H -5.6640 3.9873 3.7708
C -3.3385 -0.0645 -2.4165
O -4.6069 0.2000 -3.0658
C -4.5465 1.2934 -3.8714
O -3.7029 2.1160 -3.9121
O -5.6217 1.2469 -4.6594
C -5.7641 2.3235 -5.5752
H -3.4158 -1.0301 -1.9453
H -3.1010 0.6497 -1.6436
H -2.4800 -0.1519 -3.0975
H -5.2866 2.0067 -6.4799
H -5.3155 3.1699 -5.1105
H -6.8302 2.5025 -5.6899
C 5.1239 7.0837 -1.4185
O 5.2331 5.6323 -1.5927
C 4.6215 5.0027 -0.5671
O 4.1676 5.4864 0.4426
O 4.5578 3.7237 -0.8222
C 3.6379 2.9606 -0.0131
H 5.5005 7.4703 -2.3583
H 5.6536 7.4845 -0.5713
H 4.0895 7.3926 -1.3535
H 3.2788 2.0923 -0.5643
H 2.8577 3.6157 0.3798
H 4.1989 2.5859 0.8543
C -2.3657 -3.2251 -1.1634
O -3.6567 -3.2213 -1.8860
C -4.5441 -4.0367 -1.3478
O -4.3857 -4.8386 -0.4510
O -5.6986 -3.8088 -1.9620
C -6.7944 -4.5860 -1.3774
H -2.0872 -4.2438 -0.9503
H -2.3632 -2.7370 -0.1854
H -1.6549 -2.8668 -1.8731
H -6.9289 -5.4638 -2.0060
H -7.6881 -3.9471 -1.2961
H -6.4923 -4.8413 -0.3451
C -0.9233 3.0527 -5.0048
O 0.1495 2.7847 -5.9261
C 1.4360 3.0205 -5.7068
O 2.3419 2.9082 -6.5427
O 1.6243 3.3433 -4.4026
C 2.9727 3.7314 -4.0387
H -1.0288 2.3421 -4.1568
H -1.8492 2.9915 -5.6025
H -0.7996 4.0627 -4.6370
H 3.5844 2.8128 -4.0013
H 2.9587 4.1206 -3.0186
H 3.4009 4.4290 -4.7724
*
```